# 1
# C5H2N2O

A structure of composition C5H2N2O in a non-equilibrium geometry (the ωB97M-V functional and the def2-TZVPD basis, OMol25).

XYZ file:
```
10
Properties=species:S:1:pos:R:3:mulliken_charge:R:1
C -0.912 -0.042 -0.696 0.54
C 0.083 -0.824 -1.210 -0.52
C 1.220 -0.640 -0.311 -0.23
C -0.122 0.513 0.645 0.48
C -0.644 1.274 1.799 0.16
H -0.005 -1.151 -2.181 0.47
H 2.037 -1.286 -0.597 0.42
N 1.026 -0.003 0.976 -0.40
N -0.828 1.627 2.970 -0.41
O -1.858 0.532 -1.396 -0.51
```

As for the frontier orbital gap: 0.273 Eh. Its spin multiplicity is 1. The calculation puts the total energy at -10239.88731 eV. The relative energy (zero: lowest compared OMol25 entry of this formula, charge and spin) comes out at 65.6 kcal/mol. The HOMO energy is -0.37621 Eh.

=====

# 2
# C5H30N2O10

A cluster of 10 separate species, C5H30N2O10 in total in a non-equilibrium geometry (the ωB97M-V functional and the def2-TZVPD basis, OMol25).

XYZ file:
```
47
Properties=species:S:1:pos:R:3:mulliken_charge:R:1
C 1.099 0.284 0.654 -0.39
N -0.069 0.433 -0.004 1.29
C -0.023 1.235 -1.196 -1.24
C -0.872 -1.834 -0.322 -1.35
C -1.200 -0.451 0.283 -0.17
C -1.738 -0.530 1.699 -0.49
N -3.117 0.030 1.742 -0.59
O 2.153 0.803 0.277 -0.75
H 1.167 -0.167 1.617 0.07
H 0.853 1.019 -1.809 0.29
H -0.949 1.441 -1.728 0.51
H 0.136 2.324 -0.954 0.29
H -0.349 -1.618 -1.296 0.15
H -1.764 -2.365 -0.600 0.38
H -0.127 -2.286 0.340 0.46
H -2.055 -0.054 -0.265 0.57
H -1.715 -1.553 2.136 0.36
H -1.233 0.159 2.429 0.16
H -3.541 -0.236 2.621 0.26
H -3.700 -0.288 0.970 0.18
H -1.330 0.303 -3.094 0.29
H -0.903 1.168 -4.302 0.34
O -0.904 0.264 -3.955 -0.72
H 2.708 -0.373 -1.236 0.35
H 2.365 -0.966 -2.628 0.39
O 3.038 -0.991 -1.909 -0.75
H -3.850 -0.574 -3.124 0.26
H -3.153 -1.897 -2.713 0.29
O -3.142 -0.940 -2.568 -0.54
H 0.691 2.716 0.824 0.33
H -0.472 3.562 1.366 0.34
O 0.364 3.148 1.629 -0.67
H 0.306 -0.924 -3.747 0.42
H 0.877 -2.039 -4.543 0.31
O 0.969 -1.649 -3.668 -0.70
H 2.809 -2.309 -0.254 0.30
H 3.557 -2.441 1.088 0.24
O 2.721 -2.143 0.701 -0.51
H 1.219 1.996 3.115 0.35
H 2.319 1.298 2.297 0.40
O 1.922 1.332 3.179 -0.70
H -3.140 3.332 1.462 0.26
H -2.647 1.976 1.101 0.31
O -2.303 2.877 1.283 -0.62
H 1.433 -0.813 3.346 0.37
H 1.443 -2.080 2.476 0.35
O 1.215 -1.765 3.362 -0.68
```

As for the frontier orbital gap: 0.346 Eh. Its spin multiplicity is 1. The calculation puts the total energy at -29127.17421 eV. The relative energy (zero: lowest compared OMol25 entry of this formula, charge and spin) comes out at 48.4 kcal/mol. The SMILES is C[C@@H](CN)N(C)C=O.O.O.O.O.O.O.O.O.O. The HOMO energy is -0.35490 Eh.

=====

# 3
# C5H30N2O10

A cluster of 10 separate species, C5H30N2O10 in total in a non-equilibrium geometry (the ωB97M-V functional and the def2-TZVPD basis, OMol25).

XYZ file:
```
47
Properties=species:S:1:pos:R:3:mulliken_charge:R:1
C -3.374 -2.604 0.874 -1.50
C -2.545 -1.582 0.103 -0.30
N -1.348 -1.220 0.881 0.14
C -1.712 -0.415 2.036 -0.97
C -0.389 -0.472 0.038 -0.13
C 0.168 -1.415 -0.996 0.18
N 1.114 -2.276 -0.596 -0.22
O -0.227 -1.350 -2.162 -0.76
H -4.114 -3.046 0.196 0.43
H -3.937 -2.167 1.701 0.42
H -2.777 -3.426 1.245 0.36
H -2.238 -2.047 -0.834 0.44
H -3.126 -0.693 -0.154 0.26
H -2.140 0.564 1.800 0.10
H -2.440 -0.951 2.635 0.32
H -0.863 -0.235 2.673 0.39
H 0.402 -0.085 0.674 0.61
H -0.865 0.358 -0.487 -0.23
H 1.506 -2.940 -1.240 0.27
H 1.396 -2.318 0.361 0.21
H -1.175 1.307 -3.264 0.44
H -1.413 0.029 -2.411 0.32
O -1.814 0.915 -2.621 -0.80
H 1.440 4.120 -1.034 0.30
H 0.290 3.146 -0.649 0.44
O 1.296 3.223 -0.763 -0.74
H 0.972 1.946 -2.598 0.40
H 0.857 0.569 -3.234 0.32
O 0.735 1.491 -3.437 -0.74
H -4.284 2.783 0.773 0.33
H -3.336 1.687 1.257 0.43
O -3.376 2.621 1.043 -0.67
H -1.591 2.277 -1.521 0.36
H -2.159 2.985 -0.219 0.41
O -1.447 3.032 -0.895 -0.79
H 2.405 2.709 0.590 0.41
H 3.846 3.072 1.077 0.30
O 3.120 2.475 1.257 -0.71
H 5.053 -0.215 2.892 0.44
H 6.095 -1.138 3.486 0.30
O 5.694 -0.293 3.619 -0.63
H 2.933 -0.511 2.200 0.32
H 3.599 0.770 1.544 0.42
O 3.738 -0.203 1.745 -0.77
H -0.727 -3.693 0.018 0.28
H -1.420 -4.668 -0.984 0.36
O -0.975 -4.635 -0.084 -0.69
```

As for the frontier orbital gap: 0.366 Eh. Its spin multiplicity is 1. The calculation puts the total energy at -29128.62429 eV. The relative energy (zero: lowest compared OMol25 entry of this formula, charge and spin) comes out at 15.0 kcal/mol. The SMILES is CCN(C)CC(N)=O.O.O.O.O.O.O.O.O.O. The HOMO energy is -0.35947 Eh.

=====

# 4
# C5H30N3O7

A cluster of 8 separate species, C5H30N3O7 in total in a non-equilibrium geometry (the ωB97M-V functional and the def2-TZVPD basis, OMol25).

XYZ file:
```
45
Properties=species:S:1:pos:R:3:mulliken_charge:R:1
N 1.022 2.352 1.854 -0.06
C -0.262 2.030 1.215 -0.72
C -0.414 2.293 -0.236 -0.47
N 0.366 1.312 -1.048 0.03
C 0.339 -0.123 -0.927 0.39
C -0.960 -0.871 -1.299 -0.92
C 1.625 -0.870 -1.476 -0.09
N 1.458 -0.922 -2.921 -0.63
H 1.734 2.080 1.111 0.35
H 1.010 1.925 2.801 0.31
H 1.128 3.356 1.955 0.39
H -1.107 2.468 1.846 0.44
H -0.443 0.932 1.402 0.30
H -0.073 3.310 -0.542 0.36
H -1.537 2.229 -0.405 0.17
H 0.101 1.539 -2.031 0.28
H 0.230 -0.324 0.192 -0.47
H -0.964 -1.878 -0.906 0.52
H -1.862 -0.361 -1.183 -0.57
H -0.867 -0.983 -2.397 0.53
H 2.526 -0.342 -1.163 0.19
H 1.523 -1.891 -1.038 0.20
H 0.719 -0.315 -3.200 0.18
H 1.321 -1.845 -3.279 0.29
H -3.601 0.556 -0.939 0.31
H -3.442 -0.377 -2.029 0.46
O -3.839 0.529 -1.920 -0.63
H -1.237 0.971 4.211 0.30
H -0.384 -0.280 3.940 0.35
O -0.420 0.679 3.792 -0.62
H 3.072 -1.904 2.227 0.31
H 2.836 -2.949 1.136 0.30
O 2.388 -2.282 1.671 -0.59
H 3.878 1.380 0.376 0.38
H 3.068 0.094 0.695 0.22
O 3.365 0.936 1.059 -0.70
H -0.178 -2.850 3.748 0.28
H 0.479 -1.876 2.615 0.35
O -0.040 -1.973 3.407 -0.69
H -2.951 -3.382 0.328 0.31
H -2.351 -4.397 -0.670 0.30
O -2.717 -3.506 -0.599 -0.63
H -0.797 1.858 -4.228 0.27
H -2.352 1.971 -3.648 0.29
O -1.393 1.704 -3.496 -0.58
```

As for the frontier orbital gap: 0.332 Eh. As for the total charge: +1. Its spin multiplicity is 1. The calculation puts the total energy at -24467.58448 eV. The relative energy (zero: lowest compared OMol25 entry of this formula, charge and spin) comes out at 45.5 kcal/mol. The HOMO energy is -0.42625 Eh.